1.
{
  "formula": "C49H37BrF4N2O4PRuSi",
  "method": "ωB97M-V/def2-TZVPD",
  "elements": ["Ru", "C", "O", "C", "C", "C", "C", "C", "C", "N", "N", "C", "C", "O", "C", "C", "C", "C", "C", "C", "C", "C", "H", "H", "H", "H", "H", "H", "H", "H", "H", "H", "H", "H", "H", "F", "C", "C", "F", "C", "F", "C", "P", "C", "C", "C", "C", "C", "C", "C", "C", "C", "C", "C", "C", "C", "Br", "C", "F", "H", "H", "H", "H", "H", "H", "H", "H", "H", "H", "C", "C", "C", "C", "C", "C", "Si", "C", "C", "C", "C", "C", "C", "H", "H", "H", "H", "H", "H", "H", "H", "H", "H", "H", "C", "C", "O", "O", "H", "H", "H"],
  "coordinates": [[-0.7002, -0.3824, 0.4409], [-2.8612, 2.5199, 0.0928], [-1.7557, 1.7678, -0.3573], [-0.9884, 2.2827, -1.3792], [-1.3228, 3.4379, -2.0587], [-0.5138, 3.9304, -3.0745], [0.6577, 3.2661, -3.4040], [1.0003, 2.1119, -2.7403], [0.1920, 1.5727, -1.7215], [0.5412, 0.4058, -1.0992], [1.6582, -0.1415, -1.4826], [2.3315, -1.1833, -1.0430], [1.9082, -2.0769, 0.0220], [0.8089, -1.9046, 0.6633], [2.7269, -3.1808, 0.3402], [3.9210, -3.4205, -0.2802], [4.3928, -2.5519, -1.2865], [5.6527, -2.7369, -1.8837], [6.1303, -1.8586, -2.8207], [5.3388, -0.7805, -3.2275], [4.0964, -0.5904, -2.6762], [3.5944, -1.4467, -1.6833], [-2.5654, 3.5427, 0.3452], [-3.2269, 2.0142, 0.9876], [-3.6579, 2.5329, -0.6570], [-2.2197, 3.9778, -1.8087], [-0.8075, 4.8299, -3.5930], [1.3043, 3.6536, -4.1771], [1.9000, 1.5727, -2.9875], [2.3666, -3.8307, 1.1231], [4.5184, -4.2740, 0.0065], [6.2521, -3.5800, -1.5681], [7.1152, -1.9920, -3.2459], [5.7107, -0.0962, -3.9769], [3.4964, 0.2502, -2.9828], [-5.7372, -4.2059, 3.6136], [-5.1425, -3.4718, 2.6623], [-5.4751, -3.6635, 1.3063], [-6.4604, -4.5133, 0.9832], [-4.8040, -2.9583, 0.3298], [-5.1735, -3.1146, -0.9516], [-3.7804, -2.0421, 0.6284], [-2.6635, -1.3538, -0.6376], [-3.7316, -0.2743, -1.6351], [-4.9865, 0.1540, -1.2171], [-5.6873, 1.0669, -1.9855], [-5.1357, 1.5741, -3.1510], [-3.8739, 1.1642, -3.5589], [-3.1736, 0.2443, -2.8047], [-2.3224, -2.7407, -1.7664], [-1.2741, -3.5789, -1.3930], [-0.9212, -4.6470, -2.1928], [-1.6087, -4.8807, -3.3728], [-2.6526, -4.0508, -3.7455], [-3.0147, -2.9780, -2.9507], [-3.5031, -1.8430, 2.0022], [-2.3260, -0.4053, 2.5315], [-4.1886, -2.5177, 2.9939], [-3.9154, -2.2759, 4.2826], [-5.4151, -0.2201, -0.2970], [-6.6638, 1.3952, -1.6628], [-5.6889, 2.2867, -3.7475], [-3.4350, 1.5701, -4.4592], [-2.1868, -0.0847, -3.1119], [-0.7313, -3.3700, -0.4764], [-0.1083, -5.2932, -1.9024], [-1.3256, -5.7069, -4.0072], [-3.1891, -4.2445, -4.6630], [-3.8295, -2.3335, -3.2483], [2.0469, 2.5963, 6.8590], [1.6809, 1.2767, 6.6557], [1.5442, 0.7921, 5.3698], [1.7740, 1.6051, 4.2626], [2.1553, 2.9261, 4.4854], [2.2837, 3.4210, 5.7715], [1.4863, 0.8889, 2.5358], [2.9722, 1.0081, 1.3763], [4.0247, 0.0975, 1.4727], [5.1270, 0.1942, 0.6470], [5.2065, 1.2078, -0.2951], [4.1633, 2.1097, -0.4153], [3.0581, 2.0087, 0.4078], [2.1455, 2.9787, 7.8639], [1.4924, 0.6310, 7.5010], [1.2515, -0.2341, 5.2128], [2.3532, 3.5781, 3.6448], [2.5604, 4.4551, 5.9261], [0.9255, -0.4552, 2.7470], [3.9682, -0.6957, 2.2041], [5.9270, -0.5259, 0.7360], [6.0723, 1.2891, -0.9344], [4.2045, 2.9030, -1.1472], [2.2487, 2.7144, 0.2951], [-0.8433, 3.5156, 3.0307], [-0.0642, 3.0194, 1.8422], [0.2906, 3.7207, 0.9361], [0.1821, 1.6956, 1.8616], [-0.3309, 4.3772, 3.4564], [-0.9407, 2.7305, 3.7744], [-1.8314, 3.8444, 2.7117]],
  "e_lumo_ev": [-0.4, -0.4],
  "e_homo_ev": [-6.0, -6.6],
  "s2": 0.760,
  "multiplicity": 2,
  "homo_lumo_gap_ev": [5.542, 6.169],
  "total_energy_ha": -5999.1071
}

---

2.
{
  "formula": "C49H38CuO2P3SSe2",
  "method": "ωB97M-V/def2-TZVPD",
  "elements": ["Cu", "O", "S", "C", "C", "C", "C", "C", "C", "P", "C", "C", "C", "C", "C", "C", "C", "C", "C", "C", "C", "C", "C", "C", "C", "C", "C", "C", "P", "C", "C", "C", "C", "C", "C", "C", "C", "C", "C", "C", "C", "H", "H", "H", "H", "H", "H", "H", "H", "H", "H", "H", "H", "H", "H", "H", "H", "H", "H", "H", "H", "H", "H", "H", "H", "H", "H", "H", "H", "Se", "P", "Se", "C", "C", "C", "C", "C", "C", "C", "C", "C", "C", "C", "C", "H", "H", "H", "H", "H", "H", "H", "H", "H", "H", "O", "C"],
  "coordinates": [[0.8396, -0.0366, 0.0678], [4.3697, -0.4728, 2.0945], [2.9045, -0.2532, 2.0495], [2.5684, 1.1991, 3.0539], [3.5331, 1.5268, 3.9991], [3.3541, 2.6471, 4.7898], [2.2316, 3.4497, 4.6192], [1.3030, 3.1405, 3.6420], [1.4518, 2.0026, 2.8455], [0.3240, 1.7541, 1.4315], [0.4917, 3.3598, 0.5929], [1.7255, 3.6373, 0.0028], [1.9372, 4.8474, -0.6310], [0.9132, 5.7866, -0.6914], [-0.3137, 5.5152, -0.1091], [-0.5253, 4.3037, 0.5392], [-1.3543, 1.7139, 2.1153], [-2.4202, 1.5952, 1.2205], [-3.7230, 1.5920, 1.6882], [-3.9758, 1.6941, 3.0503], [-2.9218, 1.7698, 3.9457], [-1.6131, 1.7702, 3.4824], [2.1577, -1.4903, 3.1362], [2.8841, -1.8117, 4.2782], [2.4235, -2.8009, 5.1259], [1.2541, -3.4900, 4.8223], [0.5583, -3.1941, 3.6657], [0.9939, -2.1804, 2.8076], [0.1664, -1.9482, 1.2052], [0.5389, -3.5254, 0.3800], [1.8735, -3.7613, 0.0479], [2.2421, -4.9387, -0.5798], [1.2796, -5.8950, -0.8767], [-0.0452, -5.6748, -0.5329], [-0.4176, -4.4953, 0.0979], [-1.6225, -1.9099, 1.4807], [-2.2072, -1.8319, 2.7401], [-3.5892, -1.7794, 2.8618], [-4.3912, -1.7849, 1.7323], [-3.8107, -1.8157, 0.4707], [-2.4336, -1.8677, 0.3431], [4.4263, 0.9223, 4.0756], [4.1003, 2.9098, 5.5275], [2.0985, 4.3339, 5.2266], [0.4636, 3.8039, 3.4733], [2.5258, 2.9051, 0.0313], [2.8971, 5.0575, -1.0816], [1.0758, 6.7321, -1.1913], [-1.1099, 6.2454, -0.1514], [-1.4834, 4.1056, 0.9999], [-2.2335, 1.5157, 0.1546], [-4.5424, 1.5107, 0.9874], [-4.9950, 1.7002, 3.4123], [-3.1139, 1.8320, 5.0082], [-0.8002, 1.8341, 4.1924], [3.8191, -1.3068, 4.4766], [2.9851, -3.0512, 6.0156], [0.9020, -4.2764, 5.4753], [-0.3226, -3.7688, 3.4085], [2.6399, -3.0288, 0.2799], [3.2781, -5.1072, -0.8380], [1.5643, -6.8141, -1.3704], [-0.7948, -6.4227, -0.7522], [-1.4532, -4.3402, 0.3651], [-1.5940, -1.8238, 3.6317], [-4.0365, -1.7319, 3.8452], [-5.4676, -1.7509, 1.8323], [-4.4313, -1.7970, -0.4151], [-1.9855, -1.8770, -0.6449], [0.0720, 1.4097, -1.9426], [-0.0557, -0.0998, -3.5189], [0.1615, -2.1226, -2.7287], [-1.6370, 0.0739, -4.3648], [-2.6716, -0.8362, -4.1872], [-3.8793, -0.6413, -4.8425], [-4.0536, 0.4589, -5.6676], [-3.0201, 1.3705, -5.8445], [-1.8120, 1.1796, -5.1972], [1.2138, 0.1935, -4.7673], [1.9342, 1.3838, -4.7936], [2.8630, 1.6077, -5.8013], [3.0720, 0.6475, -6.7775], [2.3561, -0.5434, -6.7502], [1.4302, -0.7742, -5.7489], [-2.5340, -1.6989, -3.5472], [-4.6818, -1.3543, -4.7130], [-4.9941, 0.6048, -6.1810], [-3.1556, 2.2253, -6.4922], [-1.0042, 1.8855, -5.3477], [1.7780, 2.1277, -4.0238], [3.4241, 2.5318, -5.8188], [3.7977, 0.8218, -7.5602], [2.5250, -1.2946, -7.5090], [0.8839, -1.7090, -5.7234], [2.8615, -1.0957, -1.7218], [1.7587, -1.0103, -1.4084]],
  "total_charge": 1,
  "e_lumo_ev": [-2.3, -4.3],
  "e_homo_ev": [-10.0, -10.3],
  "s2": 0.763,
  "multiplicity": 2,
  "homo_lumo_gap_ev": [7.617, 6.018],
  "total_energy_ha": -9905.9618
}